No. 1
14
Properties=species:S:1:pos:R:3:forces:R:3:nbo_charge:R:1 method="wB97M-V/def2-TZVPD" relative_energy_kcal_mol=75.34 total_charge=0 homo_energy_ev=-8.49 total_energy_ev=-20001.069 lumo_energy_ev=0.7 spin_multiplicity=1 homo_lumo_gap_ev=9.19
H -1.01790 -2.97658 0.79872 1.1 1.7 -0.7 0.360
N -0.43338 -2.28059 0.23928 -1.1 -1.1 1.1 -0.706
C -0.40197 -1.07909 0.65182 0.3 0.4 -0.5 0.390
C -0.95754 -0.24415 1.72370 -0.1 0.1 -0.5 -0.365
C -0.69057 1.03508 1.41178 -0.3 0.9 0.1 0.046
N 0.02162 1.21175 0.20516 -1.1 -0.2 1.6 -0.131
N 1.11365 2.12763 0.30720 -1.0 0.2 -1.7 -0.636
N 0.29566 -0.11312 -0.16177 0.9 -1.2 -1.7 -0.439
S 0.42152 -0.43048 -1.85578 -0.9 0.2 0.4 0.196
H -1.60303 -0.59561 2.50861 0.1 0.0 0.1 0.238
H -1.02589 1.95565 1.90595 0.4 -0.6 -0.1 0.228
H 1.19768 2.51158 -0.65372 0.1 -0.2 0.9 0.364
H 1.96047 1.62208 0.48060 0.6 -0.5 0.3 0.351
H -0.93807 -0.52021 -2.20045 1.1 0.1 0.5 0.105

No. 2
60
Properties=species:S:1:pos:R:3:forces:R:3:nbo_charge:R:1 method="wB97M-V/def2-TZVPD" relative_energy_kcal_mol=0.65 total_charge=+1 homo_energy_ev="-11.20 / -11.75" total_energy_ev=-111471.814 lumo_energy_ev="-3.7 / -5.2" spin_multiplicity=2 homo_lumo_gap_ev="7.54 / 6.56"
Ir -0.05094 0.63868 -0.03488 0.2 0.2 0.3 1.184
O 1.30654 -0.82103 0.56193 0.1 0.2 -0.1 -0.994
S 1.89028 -2.20524 0.31162 0.0 -0.3 0.1 1.301
C 1.67474 -3.02512 1.93096 -0.1 0.0 -0.2 -0.576
C 0.39055 -2.64312 2.66053 0.0 -0.1 0.0 -0.412
C 0.49154 -1.35947 3.48245 0.0 0.0 0.0 -0.428
C -0.87342 -0.85955 3.95416 0.1 0.2 -0.2 -0.573
S -1.66809 0.29001 2.76999 0.1 0.0 0.4 1.292
O -1.30973 -0.27637 1.39489 -0.2 -0.3 -0.4 -0.979
C -0.63900 1.71419 3.02503 -0.2 0.0 0.2 -0.181
C 0.61509 1.85266 2.45239 0.4 0.0 -0.3 -0.298
C 1.32804 3.02719 2.63285 -0.1 0.1 0.0 -0.155
C 0.79301 4.04128 3.41630 0.0 0.0 0.0 -0.170
C -0.44978 3.88378 4.01461 0.1 0.0 0.0 -0.173
C -1.17857 2.72123 3.81165 0.0 0.0 -0.1 -0.225
C 0.76932 -3.16235 -0.67850 0.0 0.0 0.1 -0.218
C 1.38436 -4.02774 -1.57469 0.0 0.0 0.0 -0.221
C 0.59837 -4.85935 -2.35872 0.0 0.0 0.0 -0.196
C -0.78365 -4.80261 -2.25532 0.0 0.0 0.0 -0.171
C -1.38886 -3.91800 -1.37050 0.0 0.0 0.0 -0.191
C -0.61576 -3.09133 -0.57193 0.0 0.0 0.0 -0.235
H 2.57253 -2.79647 2.50668 0.0 0.1 0.0 0.244
H 1.69657 -4.08633 1.67715 0.1 0.0 0.1 0.252
H 0.12096 -3.46733 3.32570 0.0 0.0 0.0 0.231
H -0.42060 -2.55909 1.94098 0.0 0.0 0.1 0.224
H 0.97427 -0.57858 2.90087 0.1 -0.1 0.1 0.225
H 1.13055 -1.52544 4.35197 -0.1 0.0 0.0 0.231
H -0.80636 -0.27130 4.87041 -0.1 0.0 0.0 0.253
H -1.59263 -1.66331 4.11729 0.0 0.0 0.0 0.243
H 1.13186 1.05340 1.90779 -0.2 0.0 0.0 0.220
H 2.29676 3.13933 2.16603 0.0 0.0 0.0 0.243
H 1.34729 4.95889 3.55727 0.0 0.0 0.0 0.238
H -0.86962 4.67961 4.61429 0.0 0.0 0.0 0.237
H -2.17254 2.61761 4.22979 0.0 0.0 0.0 0.237
H 2.46352 -4.04631 -1.66403 0.0 0.0 0.0 0.236
H 1.06641 -5.53777 -3.05843 0.0 0.0 0.0 0.236
H -1.39568 -5.44641 -2.87255 0.0 0.0 0.0 0.234
H -2.46732 -3.86771 -1.30457 0.0 0.0 0.0 0.232
H -1.08708 -2.39251 0.10594 0.0 0.0 0.0 0.236
O 1.50130 3.38869 -2.12573 0.1 0.0 -0.2 -0.538
C 1.26856 2.21333 -2.08865 0.2 -0.2 0.2 0.774
O 1.47048 1.46793 -0.99461 -0.4 0.2 0.0 -0.726
C 0.88787 1.42054 -3.31038 -0.1 0.0 0.2 -0.140
C 1.42252 1.77565 -4.53311 0.0 0.1 0.0 -0.159
C 1.11941 1.04935 -5.67918 0.0 0.0 0.0 -0.149
C 0.25141 -0.03156 -5.62092 0.0 0.0 0.0 -0.203
C -0.31510 -0.39126 -4.41317 0.0 0.0 -0.1 -0.207
C 0.01195 0.32242 -3.25232 -0.1 0.0 0.0 -0.140
S -0.87852 -0.19711 -1.86521 0.1 0.0 0.0 0.499
H 2.07886 2.63428 -4.57786 0.0 0.0 0.0 0.248
H 1.55458 1.33721 -6.62648 0.0 0.0 0.0 0.232
H 0.00315 -0.58194 -6.51778 0.0 0.0 0.0 0.233
H -1.01610 -1.21493 -4.35850 0.0 0.0 0.0 0.228
Cl -4.14293 4.01675 -1.27717 0.0 0.0 0.0 0.061
C -2.52499 4.12022 -0.57898 0.0 0.0 -0.1 -0.208
Cl -2.65979 4.35277 1.17237 0.0 0.0 0.0 0.030
Cl -1.62683 5.46981 -1.27698 0.0 0.0 0.0 0.073
C -1.75516 2.82702 -0.96391 0.1 -0.2 0.0 0.754
O -1.65216 2.49773 -2.11947 -0.1 0.1 0.0 -0.603
O -1.27145 2.19507 0.06065 0.1 0.1 0.0 -0.690

No. 3
121
Properties=species:S:1:pos:R:3:forces:R:3:lowdin_charge:R:1 method="wB97M-V/def2-TZVPD" total_charge=0 homo_energy_ev=-9.70 smiles="CC(N)=O.CC(C)O.CC(C)O.CC(C)O.CC(C)O.CC(C)O.CC(C)O.ClCCCl.ClCCCl.ClCCCl.ClCCCl.ClCCCl" total_energy_ev=-173339.070 lumo_energy_ev=0.1 spin_multiplicity=1 homo_lumo_gap_ev=9.81
C 2.83864 6.86624 5.73879 0.2 -0.1 -1.3 -0.002
C 2.62754 7.76840 4.50203 0.6 0.3 1.5 -0.631
N 2.43901 7.12066 3.36219 -0.1 -1.9 -1.4 0.152
O 2.56913 8.96837 4.58668 0.0 1.0 0.2 0.040
H 1.95594 7.10200 6.33323 0.4 -0.4 0.5 0.087
H 3.80416 6.98308 6.23096 -0.3 0.9 0.2 0.080
H 2.91255 5.82715 5.41796 -0.7 -0.2 0.2 0.059
H 2.55612 6.11760 3.37788 -0.2 0.3 -0.3 0.098
H 2.18823 7.55737 2.48670 0.2 0.2 0.4 0.117
C 0.53591 1.64854 -0.86800 -0.8 0.0 -0.2 -0.067
C 0.71110 1.07225 0.51843 0.4 -1.0 0.2 -0.482
C 0.47022 -0.46957 0.64100 0.7 0.6 0.1 -0.050
O 2.02363 1.37591 0.97533 0.3 0.2 0.5 -0.067
H 1.32903 1.41609 -1.57866 0.1 -0.4 0.2 0.080
H 0.48838 2.73669 -0.82593 -0.1 0.0 0.1 0.076
H -0.41147 1.27556 -1.25717 -0.1 0.1 -0.3 0.078
H 0.06261 1.59566 1.22100 -0.2 0.0 -0.1 0.131
H 1.09783 -0.99295 -0.08030 -0.2 0.0 -0.5 0.073
H -0.56090 -0.81700 0.57619 0.0 0.3 -0.2 0.075
H 0.88027 -0.83784 1.58139 -0.2 0.3 0.3 0.072
H 2.63269 0.69695 0.67592 0.0 -0.1 -0.1 0.081
C 7.15255 9.17675 -3.75945 -1.1 -0.7 0.4 -0.058
C 6.97907 8.17466 -2.65354 0.5 -1.7 -1.1 -0.509
C 6.22071 6.89783 -3.11632 -0.1 1.2 0.1 -0.057
O 8.29907 7.77395 -2.29159 -0.3 -0.1 0.6 -0.057
H 7.97604 9.84138 -3.49826 -0.6 0.5 -0.2 0.088
H 6.11670 9.51548 -3.77904 0.3 1.4 -0.6 0.083
H 7.32698 8.69585 -4.72195 0.3 -0.1 0.1 0.080
H 6.41258 8.56962 -1.81023 0.3 0.4 0.2 0.129
H 5.18102 7.10738 -3.36777 -0.1 0.1 0.2 0.075
H 6.22877 6.22722 -2.25708 0.0 -0.5 -0.3 0.073
H 6.65556 6.51514 -4.03967 0.3 -0.4 0.3 0.081
H 8.16170 6.97446 -1.77821 0.5 -0.2 0.2 0.073
C -5.43403 -6.35729 7.98733 0.6 0.9 -0.3 -0.062
C -5.02319 -4.91004 7.59395 0.4 -0.6 -0.8 -0.462
C -3.60679 -4.84059 6.93416 -0.6 -0.4 1.0 -0.055
O -5.90721 -4.38383 6.60121 -0.4 -0.2 0.4 -0.068
H -6.48742 -6.44170 8.25442 0.0 0.2 0.1 0.077
H -4.81775 -6.65715 8.83490 -0.1 -0.3 0.0 0.077
H -5.25392 -7.02040 7.14119 0.1 -0.2 0.0 0.076
H -5.13208 -4.29775 8.48913 0.3 0.3 -0.1 0.127
H -3.63334 -5.37099 5.98228 -0.2 0.1 -0.1 0.074
H -2.87055 -5.35688 7.55020 0.2 0.2 0.1 0.068
H -3.30274 -3.80789 6.76334 -0.1 -0.1 0.0 0.073
H -6.30486 -5.16874 6.21729 -0.3 0.2 -0.4 0.074
C -5.25693 -1.14295 -10.08928 0.5 0.3 0.3 -0.063
C -4.75546 -0.51601 -8.79520 0.2 0.4 -0.2 -0.486
C -3.24382 -0.61988 -8.66416 0.8 0.4 -1.0 -0.068
O -5.07778 0.88594 -8.87565 0.5 0.0 0.4 -0.066
H -6.31691 -0.92361 -10.21744 -0.1 -0.6 0.1 0.076
H -4.96471 -2.19176 -10.14143 -0.5 -0.1 -0.1 0.082
H -4.76786 -0.59984 -10.89794 0.2 -0.1 -0.1 0.082
H -5.19617 -0.94199 -7.89387 -0.3 -0.1 0.0 0.129
H -2.80995 -1.61781 -8.60132 -0.6 -0.3 0.6 0.079
H -2.78946 0.05050 -7.93462 -0.4 -0.2 0.4 0.079
H -2.78228 -0.31165 -9.60227 -0.2 0.4 -0.3 0.075
H -6.03026 1.00247 -8.84771 -0.1 -0.1 0.0 0.081
C -7.57915 -5.53837 0.71806 0.4 -0.5 0.3 -0.045
C -7.68449 -7.02629 1.18195 -0.2 0.7 -0.9 -0.501
C -6.37594 -7.80672 1.15623 -0.2 0.7 -0.3 -0.063
O -8.16352 -6.99279 2.50772 -0.5 0.3 0.4 -0.054
H -7.69375 -5.35476 -0.35025 0.4 -0.6 -0.2 0.071
H -6.59777 -5.20002 1.05048 -0.1 0.5 -0.1 0.072
H -8.37307 -4.90209 1.10912 0.1 -0.3 0.6 0.075
H -8.37557 -7.48180 0.47272 -0.5 -0.4 0.3 0.124
H -5.68345 -7.26069 1.79686 0.3 -0.2 0.0 0.079
H -5.99618 -7.85693 0.13576 0.2 -0.1 0.0 0.080
H -6.51474 -8.81592 1.54398 0.0 0.0 0.0 0.075
H -8.38800 -7.87178 2.82173 0.1 -0.1 -0.2 0.087
C 2.25860 -0.01459 9.45427 0.1 -0.3 -1.4 -0.081
C 2.03199 0.92493 10.60392 0.5 -0.5 -0.5 -0.512
C 0.56536 1.09391 10.92366 -0.3 -0.5 0.7 -0.057
O 2.68656 0.38975 11.74459 -0.4 0.3 1.0 -0.049
H 3.29444 -0.02567 9.11515 0.3 0.0 0.4 0.075
H 1.74070 0.31254 8.55269 -0.4 0.1 0.0 0.078
H 1.98155 -1.05390 9.63085 -0.2 0.1 0.3 0.086
H 2.47274 1.87234 10.29366 0.1 0.4 0.3 0.131
H 0.36370 1.79568 11.73296 0.2 0.3 -0.2 0.079
H 0.19364 0.14925 11.32058 0.0 -0.2 -0.2 0.083
H -0.04267 1.33764 10.05245 0.2 0.2 0.0 0.081
H 3.58383 0.08795 11.58523 0.0 0.2 -0.5 0.087
Cl 1.21520 -8.36631 -4.40256 -0.2 0.0 0.0 0.543
C 1.23111 -7.57323 -2.79608 0.8 0.2 -0.2 -0.654
C 2.40964 -8.12783 -2.04692 0.6 -0.4 0.6 -0.692
Cl 2.53490 -7.44384 -0.39802 -0.4 0.1 0.3 0.528
H 0.28159 -7.75810 -2.29376 0.2 0.2 -0.1 0.076
H 1.48677 -6.52845 -2.97268 -0.8 0.1 0.0 0.070
H 3.36848 -7.81904 -2.46329 -0.3 -0.4 -0.5 0.064
H 2.35158 -9.20930 -1.92387 0.1 0.1 -0.1 0.067
Cl -9.54040 2.69551 2.24279 0.8 -0.5 0.8 0.490
C -8.02568 2.00110 3.01356 0.9 -0.3 -1.8 -0.562
C -6.82838 2.36456 2.04264 -0.7 1.3 1.1 -0.710
Cl -6.74169 1.57777 0.48638 -0.3 -1.0 -0.5 0.549
H -8.12316 0.91819 3.09033 -0.3 0.1 -0.3 0.061
H -7.86484 2.34733 4.03452 -0.1 0.6 -0.3 0.070
H -5.83421 2.30647 2.48578 -0.3 -0.3 0.3 0.064
H -6.96454 3.40119 1.73448 0.0 0.1 0.5 0.038
Cl 5.75806 -2.27961 -7.76786 0.0 0.0 0.4 0.525
C 5.94002 -0.51461 -7.72318 0.4 0.3 -1.0 -0.672
C 4.74990 0.22506 -8.37480 1.1 -0.6 1.0 -0.665
Cl 4.35057 -0.38867 -9.98370 0.0 0.0 -0.1 0.539
H 6.84578 -0.28397 -8.28399 -0.1 -0.2 -0.3 0.061
H 6.19762 -0.15955 -6.72535 -0.7 -0.2 0.2 0.073
H 5.12271 1.24219 -8.49543 -0.7 0.2 0.2 0.070
H 3.88227 0.09103 -7.72876 -0.1 0.5 -0.2 0.068
Cl 11.25246 -6.29974 -1.69116 -0.8 0.6 0.2 0.519
C 9.79880 -5.26461 -1.96314 -0.9 1.0 0.5 -0.649
C 9.31963 -4.41306 -0.74747 2.0 -0.9 0.3 -0.685
Cl 8.03900 -3.27621 -1.17588 -0.2 -0.3 -0.1 0.559
H 8.93458 -5.88887 -2.19011 0.4 -0.2 -0.5 0.065
H 10.02017 -4.53057 -2.73791 0.1 -0.5 -0.3 0.059
H 10.15238 -3.80977 -0.38597 0.0 0.0 0.0 0.060
H 9.06612 -5.09768 0.06193 -0.6 0.3 0.0 0.071
Cl -0.27378 6.55788 -6.59502 0.8 -0.2 -0.5 0.549
C -1.79783 7.39093 -6.34037 -0.5 0.3 1.9 -0.666
C -1.52478 8.65841 -5.45165 0.2 -0.4 -1.1 -0.627
Cl -0.74206 9.93043 -6.46990 0.0 -0.3 0.5 0.500
H -2.31791 6.69288 -5.68436 -0.4 0.1 -0.1 0.056
H -2.32614 7.44692 -7.29213 0.1 0.6 0.2 0.070
H -0.86949 8.32110 -4.64858 0.4 0.2 -0.3 0.055
H -2.33512 9.16136 -4.92392 -0.5 -0.4 -0.6 0.062

No. 4
23
Properties=species:S:1:pos:R:3:forces:R:3:nbo_charge:R:1 method="wB97M-V/def2-TZVPD" total_charge=-1 homo_energy_ev=0.19 total_energy_ev=-68095.288 lumo_energy_ev=2.5 spin_multiplicity=1 homo_lumo_gap_ev=2.28
C 3.87854 -0.12404 -1.61186 -2.1 -1.1 -0.7 -0.883
Zn 1.31017 0.28717 -0.04734 0.0 1.6 0.0 0.328
N 2.39473 1.33975 1.54916 0.0 -0.5 -0.3 -1.490
H 0.52515 -0.49552 -1.21548 0.3 0.3 -1.0 -0.682
H 2.91473 0.45521 -1.60002 1.0 -0.5 -0.3 0.204
H 4.00965 -0.58675 -2.59994 -0.2 0.1 0.1 0.203
H 3.77465 -0.95597 -0.88727 0.5 0.6 -0.1 0.200
H 4.66545 0.55308 -1.47661 1.2 0.7 0.8 0.213
H 2.16445 0.98299 2.48260 -0.1 -0.1 0.2 0.359
H 2.22468 2.34905 1.57856 -0.2 0.1 -0.3 0.336
H 3.40656 1.23088 1.44675 0.3 0.1 0.0 0.355
S 0.14009 -1.25347 1.22152 -2.1 -0.9 1.1 -0.478
C -1.41583 -0.76672 0.61360 1.2 0.1 1.0 0.378
N -1.94651 0.46638 0.71157 0.4 -0.4 0.0 -0.618
C -3.28521 0.53356 0.13023 0.6 0.5 0.2 -0.251
C -3.54089 -0.89493 -0.31759 0.3 -0.7 0.0 -0.226
N -2.29568 -1.58447 0.03124 -0.2 -0.5 -0.3 -0.589
H -1.46544 1.28373 1.11653 0.0 -0.7 -0.4 0.411
H -3.27167 1.22922 -0.70469 -0.2 0.1 0.0 0.208
H -3.98901 0.85488 0.88959 -0.2 0.2 0.0 0.198
H -3.71079 -0.96674 -1.38855 -0.2 0.0 -0.1 0.205
H -4.35320 -1.35820 0.23307 -0.3 0.0 -0.1 0.191
H -2.13462 -2.57908 -0.15508 0.2 1.0 0.2 0.429

No. 5
21
Properties=species:S:1:pos:R:3:forces:R:3:nbo_charge:R:1 method="wB97M-V/def2-TZVPD" relative_energy_kcal_mol=81.11 total_charge=+1 homo_energy_ev="-9.83 / -14.59" total_energy_ev=-9399.313 lumo_energy_ev="-3.8 / -7.1" spin_multiplicity=3 homo_lumo_gap_ev="5.98 / 7.49"
C 3.06869 1.24022 -0.70568 -1.8 2.2 3.9 -0.389
C -0.53971 -0.16828 0.21615 0.0 1.3 -0.9 0.467
C -0.54076 -1.93584 1.89694 3.4 0.0 -0.8 -0.641
C -2.07134 -1.78921 -0.25817 1.9 -0.6 -2.6 -0.599
C -0.67117 2.26021 -0.27591 1.3 2.6 1.9 -0.437
C -0.94075 -1.34886 0.59406 0.3 2.1 1.2 0.013
N 2.21316 0.70121 -1.50793 0.0 -2.3 -3.1 -0.476
N -0.23103 0.90650 -0.39405 2.1 -2.0 0.2 -0.458
H 4.06367 1.25116 -0.93669 2.7 -0.4 -0.4 0.255
H 2.68293 1.60258 0.26246 0.7 0.2 -0.5 0.212
H -0.39173 -1.23390 2.69897 -0.1 0.5 0.1 0.252
H 0.45490 -2.48764 1.79525 -1.2 0.7 0.0 0.260
H -1.20697 -2.64760 2.18563 -2.1 -2.0 0.9 0.242
H -2.05293 -1.03757 -1.11089 -0.8 -1.4 0.7 0.229
H -1.79818 -2.80959 -0.64236 -0.7 0.8 0.2 0.254
H -2.97200 -1.79047 0.28793 -1.1 0.0 0.5 0.253
H -1.59875 2.43197 -0.72464 -1.6 0.0 -0.7 0.239
H 0.07013 2.93700 -0.79863 -0.7 -1.0 0.6 0.245
H -0.71697 2.59665 0.80925 0.0 -0.5 -1.3 0.241
H 2.46221 0.42659 -2.46814 -1.3 0.5 0.1 0.415
H 0.71660 0.89488 -0.92353 -1.1 -0.7 0.1 0.423